Here is a molecular structure, C8H7N2O5Sm in a non-equilibrium geometry from OMol25. Energies are from ωB97M-V/def2-TZVPD.

Its lowest unoccupied orbital energy (spin up / spin down) is -10.733 / -11.369 eV. For the total energy, the calculation gives -1451.17984 Ha. Its expectation value of S² is 9.088. The calculation puts the energy relative to the best compared isomer or geometry (same formula, charge and spin) at 22.791 eV. The calculation puts the orbital gap (spin up / spin down) at 6.6952 / 6.1485 eV.

```
! wB97M-V def2-TZVPD RIJCOSX def2/J DEFGRID3
* xyz 2 6
O 0.760 0.025 -5.692
C 1.046 0.031 -4.594
Sm 0.000 0.000 0.000
O 2.484 0.007 -1.674
C 1.552 0.005 -1.004
C -1.746 -0.011 0.609
O -2.847 -0.018 0.934
C -0.079 -1.838 -0.180
O -0.153 -2.972 -0.341
C -0.115 1.832 -0.217
O -0.211 2.961 -0.402
H -0.693 -0.021 -1.417
C 0.631 1.098 5.432
N 0.000 0.000 4.731
C -0.631 -1.097 5.433
C 0.000 0.000 3.261
N 0.000 0.000 2.000
H 0.560 0.976 6.534
H 0.135 2.052 5.153
H 1.704 1.150 5.154
H -1.704 -1.150 5.154
H -0.136 -2.051 5.154
H -0.561 -0.975 6.534
*
```

These are the Löwdin partial charges, in e, on atoms 1 to 2: 0.07, 0.01

---

Here is a single C8H7N3O molecule in a non-equilibrium geometry from OMol25. Energies are from ωB97M-V/def2-TZVPD.

Its lowest unoccupied orbital energy (spin up / spin down) is -0.475 / -0.476 eV. For the total energy, the calculation gives -548.39429 Ha. The calculation puts the energy relative to the best compared isomer or geometry (same formula, charge and spin) at 5.541 eV. The calculation puts the orbital gap (spin up / spin down) at 7.2679 / 7.2665 eV.

```
! wB97M-V def2-TZVPD RIJCOSX def2/J DEFGRID3
* xyz 0 1
C 0.216 -1.961 2.567
C -0.913 -1.778 1.803
C 1.368 -1.310 2.148
C -0.963 -0.996 0.668
C 1.379 -0.527 1.002
C 0.220 -0.335 0.264
C -1.048 1.233 -1.510
C -0.536 2.068 -2.501
N 1.273 0.943 -1.570
N -0.989 2.876 -3.361
N 0.236 0.518 -0.921
O 0.873 1.757 -2.487
H -0.020 -2.517 3.399
H -1.800 -2.234 2.020
H 2.331 -1.275 2.623
H -1.757 -0.707 0.084
H 2.318 -0.004 0.643
H -1.984 0.898 -1.051
H -0.204 3.350 -3.821
*
```

These are the Löwdin partial charges, in e, on atoms 1 to 2: -0.05, -0.07

---

Here is a molecular structure, C8H7NO2 in a non-equilibrium geometry from OMol25. Energies are from ωB97M-V/def2-TZVPD.

Its lowest unoccupied orbital energy is -0.546 eV. For the total energy, the calculation gives -514.09464 Ha. The calculation puts the energy relative to the best compared isomer or geometry (same formula, charge and spin) at 5.630 eV. The calculation puts the orbital gap at 8.1469 eV.

```
! wB97M-V def2-TZVPD RIJCOSX def2/J DEFGRID3
* xyz 0 1
C -0.865 -1.939 -0.476
C -1.997 -1.455 0.239
C 0.287 -1.226 -0.679
C -2.078 -0.114 0.447
C 0.313 0.159 -0.181
C -1.109 0.917 0.128
C 2.155 1.321 0.744
C 1.570 0.897 -0.617
N 1.407 1.158 1.762
O 0.260 0.539 1.275
O -1.156 2.124 0.107
H -0.951 -2.889 -1.153
H -2.937 -1.983 0.552
H 1.212 -1.538 -1.284
H -3.002 0.446 0.773
H 3.225 1.653 0.758
H 2.256 0.200 -1.127
H 1.411 1.731 -1.267
*
```

These are the Löwdin partial charges, in e, on atoms 1 to 2: -0.09, -0.06

---

Here is a single C8H7NO2S molecule in a non-equilibrium geometry from OMol25. Energies are from ωB97M-V/def2-TZVPD.

Its lowest unoccupied orbital energy (spin up / spin down) is -0.508 / -2.646 eV. For the total energy, the calculation gives -912.21422 Ha. Its expectation value of S² is 2.033. The calculation puts the energy relative to the best compared isomer or geometry (same formula, charge and spin) at 3.260 eV. The calculation puts the orbital gap (spin up / spin down) at 6.7569 / 6.5339 eV.

```
! wB97M-V def2-TZVPD RIJCOSX def2/J DEFGRID3
* xyz 0 3
C -0.273 -0.947 2.544
C 0.049 -1.994 1.648
C -0.196 0.355 2.093
C 0.417 -1.827 0.352
C 0.200 0.551 0.743
C 0.427 -0.482 -0.037
C 0.185 1.953 0.273
C -0.768 0.297 -2.655
N 0.540 0.426 -2.114
O -0.156 2.945 0.857
O 2.378 1.727 -1.128
S 1.043 1.940 -1.604
H -0.674 -1.141 3.481
H 0.108 -2.962 1.916
H -0.631 1.196 2.557
H 0.812 -2.599 -0.434
H -0.742 0.492 -3.769
H -1.086 -0.759 -2.683
H -1.632 0.829 -2.040
*
```

These are the Löwdin partial charges, in e, on atoms 1 to 2: -0.03, -0.08

---

Here is a molecular structure, C8H7NO6Yb in a non-equilibrium geometry from OMol25. Energies are from ωB97M-V/def2-TZVPD.

Its lowest unoccupied orbital energy (spin up / spin down) is -14.713 / -14.710 eV. For the total energy, the calculation gives -1972.65581 Ha. Its expectation value of S² is 0.751. The calculation puts the orbital gap (spin up / spin down) at 6.7268 / 6.7314 eV.

```
! wB97M-V def2-TZVPD RIJCOSX def2/J DEFGRID3
* xyz 3 2
O -1.038 -2.483 3.002
C -0.740 -1.770 2.135
Yb -0.064 -0.057 0.318
O -0.187 -2.325 -2.120
C -0.135 -1.520 -1.301
C 0.504 1.208 -1.457
O 0.811 1.939 -2.348
C 1.946 -0.446 0.305
O 3.067 -0.624 0.411
C -1.949 0.437 -0.313
O -3.018 0.747 -0.560
C -0.259 4.063 2.577
N 0.999 3.267 2.676
C 2.128 3.796 3.453
C 1.117 2.164 2.050
O 0.111 1.685 1.333
H -0.171 4.986 3.150
H -1.088 3.473 2.972
H -0.442 4.311 1.533
H 2.374 3.073 4.240
H 2.987 3.909 2.783
H 1.889 4.750 3.898
H 2.066 1.552 2.048
*
```

These are the Löwdin partial charges, in e, on atoms 1 to 2: 0.21, 0.09

---

Here is a single C8H8 molecule in a non-equilibrium geometry from OMol25. Energies are from ωB97M-V/def2-TZVPD.

Its lowest unoccupied orbital energy is 0.411 eV. For the total energy, the calculation gives -309.40685 Ha. The calculation puts the energy relative to the best compared isomer or geometry (same formula, charge and spin) at 5.631 eV. The calculation puts the orbital gap at 9.0299 eV.

```
! wB97M-V def2-TZVPD RIJCOSX def2/J DEFGRID3
* xyz 0 1
C -3.233 0.338 0.382
C -2.036 0.156 0.205
C 1.841 0.821 0.186
C 1.610 -0.391 0.758
C 0.707 1.517 -0.476
C -0.196 -1.287 -0.759
C 0.249 -0.964 0.634
C -0.737 -0.110 -0.053
H -4.211 0.685 0.526
H 2.860 0.993 0.220
H 2.467 -0.754 1.313
H 0.652 2.579 -0.059
H 0.536 1.443 -1.532
H 0.545 -1.277 -1.601
H -0.974 -2.027 -1.102
H -0.080 -1.721 1.359
*
```

These are the Löwdin partial charges, in e, on atoms 1 to 2: 0.15, -0.12

---

Here is a single C8H8 molecule in a non-equilibrium geometry from OMol25. Energies are from ωB97M-V/def2-TZVPD.

Its lowest unoccupied orbital energy is 0.962 eV. For the total energy, the calculation gives -309.42364 Ha. The calculation puts the energy relative to the best compared isomer or geometry (same formula, charge and spin) at 5.175 eV. The SMILES is C1=C[C@H]2C=CCC2=C1. The calculation puts the orbital gap at 8.9765 eV.

```
! wB97M-V def2-TZVPD RIJCOSX def2/J DEFGRID3
* xyz 0 1
C -1.501 1.346 0.912
C -1.523 0.908 -0.323
C -0.513 -0.251 -0.416
C 0.273 -0.760 -1.694
C 1.472 -1.087 -1.108
C 1.555 -0.815 0.439
C 0.298 -0.113 0.715
C -0.171 0.955 1.449
H -2.102 2.285 1.336
H -2.229 1.033 -1.137
H -1.138 -0.938 0.106
H 0.166 -0.951 -2.911
H 2.471 -1.466 -1.422
H 0.993 -1.837 0.813
H 2.629 -0.527 0.707
H -0.136 1.310 2.666
*
```

These are the Löwdin partial charges, in e, on atoms 1 to 2: -0.14, -0.07

---

Here is a single C8H8 molecule in a non-equilibrium geometry from OMol25. Energies are from ωB97M-V/def2-TZVPD.

Its lowest unoccupied orbital energy is 0.652 eV. For the total energy, the calculation gives -309.53220 Ha. The calculation puts the energy relative to the best compared isomer or geometry (same formula, charge and spin) at 2.220 eV. The SMILES is C1=C[C@H]2CC=CC2=C1. The calculation puts the orbital gap at 8.3613 eV.

```
! wB97M-V def2-TZVPD RIJCOSX def2/J DEFGRID3
* xyz 0 1
C 1.435 0.215 -1.676
C 0.126 0.397 -1.655
C -0.437 0.465 -0.316
C -1.645 -0.175 0.249
C -1.158 -0.464 1.604
C 0.154 -0.439 1.757
C 0.789 -0.045 0.483
C 1.879 -0.174 -0.368
H 2.201 0.480 -2.520
H -0.523 0.832 -2.498
H -0.357 1.592 -0.205
H -1.894 -1.114 -0.245
H -2.475 0.466 0.402
H -1.755 -1.017 2.365
H 0.696 -0.792 2.716
H 2.965 -0.226 -0.092
*
```

These are the Löwdin partial charges, in e, on atoms 1 to 2: -0.14, -0.13

---

Here is a molecular structure, C8H8 in a non-equilibrium geometry from OMol25. Energies are from ωB97M-V/def2-TZVPD.

Its lowest unoccupied orbital energy is 1.083 eV. For the total energy, the calculation gives -309.48632 Ha. The calculation puts the energy relative to the best compared isomer or geometry (same formula, charge and spin) at 3.469 eV. The calculation puts the orbital gap at 9.8096 eV.

```
! wB97M-V def2-TZVPD RIJCOSX def2/J DEFGRID3
* xyz 0 1
C -1.629 -1.002 0.204
C -0.949 -1.450 -0.824
C 0.310 -0.565 -0.912
C 0.807 -0.429 0.611
C 1.570 0.901 0.753
C 0.881 1.687 -0.080
C -0.250 0.788 -0.519
C -0.727 0.091 0.731
H -2.593 -1.255 0.607
H -0.972 -2.448 -1.404
H 1.023 -0.672 -1.753
H 0.997 -1.295 1.314
H 2.570 1.013 1.286
H 1.105 2.753 -0.281
H -1.173 1.062 -1.110
H -1.038 0.717 1.565
*
```

These are the Löwdin partial charges, in e, on atoms 1 to 2: -0.06, -0.07

---

Here is a single C8H8 molecule in a non-equilibrium geometry from OMol25. Energies are from ωB97M-V/def2-TZVPD.

Its lowest unoccupied orbital energy is 1.074 eV. For the total energy, the calculation gives -309.48023 Ha. The calculation puts the energy relative to the best compared isomer or geometry (same formula, charge and spin) at 3.634 eV. The SMILES is C=C1C=C[C@@H]2C=C[C@H]12. The calculation puts the orbital gap at 9.7075 eV.

```
! wB97M-V def2-TZVPD RIJCOSX def2/J DEFGRID3
* xyz 0 1
C -1.166 1.596 -1.338
C -0.763 0.512 -0.793
C -1.320 -0.846 -0.592
C -0.471 -1.706 0.050
C 0.860 -1.066 0.372
C 1.046 -0.390 1.702
C 0.930 0.842 1.220
C 0.873 0.399 -0.190
H -0.338 2.401 -1.379
H -2.096 1.913 -1.772
H -2.310 -1.215 -0.820
H -0.894 -2.638 0.539
H 1.767 -1.551 -0.131
H 1.265 -0.951 2.621
H 1.113 1.998 1.456
H 1.504 0.701 -0.944
*
```

These are the Löwdin partial charges, in e, on atoms 1 to 2: 0.01, -0.23